(1)
Formula: C4H13NOS
Source: OMol25
Level of theory: the ωB97M-V functional and the def2-TZVPD basis

Computed properties:
Energy above the lowest of the compared OMol25 structures with the same formula, charge and spin, kcal/mol: 19.5
LUMO energy, eV: 0.55
HOMO energy, hartree: -0.3181
SMILES: CSCCCN.O
Total energy, Ha: -688.3577
Frontier orbital gap, eV: 9.20
Max |F|, eV/Å: 1.19

Atoms and positions in Å:
H -0.21 0.57 -0.52
H -2.92 -2.38 -1.63
H -0.77 -0.64 -2.63
H -1.31 -2.24 -0.08
C -0.62 -1.55 -0.59
N -2.53 -1.70 -2.27
O 4.95 3.79 0.52
S 0.68 -0.41 1.51
H -0.86 1.13 2.42
H 0.83 1.74 2.59
H -3.04 -0.83 -2.17
H 0.11 0.45 3.66
C -0.51 -0.22 0.16
H 4.53 3.47 -0.28
H -1.47 0.14 0.55
C -1.09 -1.50 -2.03
H 4.27 3.63 1.21
H -0.57 -2.30 -2.53
H 0.36 -2.03 -0.57
C 0.17 0.90 2.68

(2)
Formula: C2H10N4O
Source: OMol25
Level of theory: the ωB97M-V functional and the def2-TZVPD basis

Computed properties:
Energy above the lowest of the compared OMol25 structures with the same formula, charge and spin, kcal/mol: 158.7
LUMO energy, eV: 0.84
HOMO energy, hartree: -0.2982
SMILES: CN[N@@+](C)([O-])NN
Total energy, Ha: -376.2485
Frontier orbital gap, eV: 8.96
Max |F|, eV/Å: 3.57

Atoms and positions in Å:
H 1.44 0.65 -0.69
N 0.18 2.21 -0.36
H 0.70 2.34 0.51
H -0.98 1.93 -0.07
N -0.42 -0.03 -0.50
H -0.37 -0.30 2.19
H 0.23 -1.98 0.51
O -1.44 0.53 0.10
H 1.14 -1.22 2.49
H 1.21 0.42 1.85
H -1.45 -1.65 -1.30
C 0.65 -0.51 1.82
H 0.12 -1.27 -2.08
N 0.62 -1.04 0.47
C -0.79 -0.86 -1.65
N 0.50 1.01 -0.93
H -1.32 -0.23 -2.37

(3)
Formula: C7H9N2S
Source: OMol25
Level of theory: the ωB97M-V functional and the def2-TZVPD basis

Computed properties:
Total charge: +1
Energy above the lowest of the compared OMol25 structures with the same formula, charge and spin, kcal/mol: 81.5
LUMO energy (spin up / spin down), eV: -5.64 / -5.15
HOMO energy (spin up / spin down), hartree: -0.4707 / -0.4413
Total energy, Ha: -779.4518
Frontier orbital gap (spin up / spin down), eV: 7.17 / 6.86
Max |F|, eV/Å: 1.42

Atoms and positions in Å:
H -1.02 -2.72 0.44
H 5.30 0.89 0.16
H -2.16 -1.42 0.84
C 0.97 -1.20 0.00
N -0.27 -0.77 0.18
S 3.72 -0.95 -0.04
H 3.28 2.61 0.18
H -2.09 0.85 -0.99
C -1.61 1.27 -0.10
H -1.13 2.23 -0.35
C 4.26 0.66 0.11
H -2.35 1.57 0.64
H 1.12 -2.26 -0.14
N 2.00 0.98 -0.01
C 2.06 -0.34 -0.05
C 3.20 1.54 0.11
C -1.37 -1.73 0.15
H -1.79 -1.79 -0.86
C -0.59 0.48 0.52

(4)
Formula: C6H18ClO3S
Source: OMol25
Level of theory: the ωB97M-V functional and the def2-TZVPD basis

Computed properties:
Total charge: -1
Energy above the lowest of the compared OMol25 structures with the same formula, charge and spin, kcal/mol: 47.1
LUMO energy, eV: 3.41
HOMO energy, hartree: -0.1787
Total energy, Ha: -1323.3592
Frontier orbital gap, eV: 8.28
Max |F|, eV/Å: 7.87

Atoms and positions in Å:
H -22.24 -38.49 -36.55
H -16.76 -34.81 -42.02
H -22.26 -36.95 -43.70
H -24.37 -38.69 -39.43
H -17.19 -35.88 -39.86
H -23.76 -37.88 -37.06
H -22.14 -37.22 -37.95
H -21.75 -36.15 -40.26
H -20.65 -35.40 -42.21
C -22.67 -38.20 -37.44
Cl -20.57 -35.76 -39.58
H -22.24 -35.54 -44.34
O -22.20 -36.38 -41.10
H -23.01 -38.19 -40.30
S -22.43 -39.63 -38.56
H -19.36 -36.42 -40.63
C -23.41 -39.00 -39.93
H -23.36 -35.90 -43.42
C -16.60 -35.85 -42.12
O -18.73 -36.21 -41.47
O -23.18 -40.82 -37.93
C -17.48 -36.35 -40.94
C -22.33 -35.94 -43.46
H -17.16 -37.45 -40.72
H -15.55 -36.22 -42.15
H -22.31 -34.59 -42.14
H -16.81 -36.33 -43.22
C -21.78 -35.50 -42.21
H -23.66 -39.81 -40.70

(5)
Formula: C22H34IInO36S8
Source: OMol25
Level of theory: the ωB97M-V functional and the def2-TZVPD basis

Computed properties:
Energy above the lowest of the compared OMol25 structures with the same formula, charge and spin, kcal/mol: 16.4
LUMO energy, eV: -5.94
HOMO energy, hartree: -0.3110
Total energy, Ha: -7240.1026
Frontier orbital gap, eV: 2.52
Max |F|, eV/Å: 7.94

Atoms and positions in Å:
O 16.97 0.47 -11.93
H 16.80 7.87 -10.67
C 22.27 5.97 -9.09
H 23.05 0.55 -9.16
C 17.54 7.24 -11.18
O 21.14 7.84 -14.01
C 22.85 6.87 -10.19
C 25.69 4.38 -12.96
C 22.24 9.54 -12.64
H 22.27 -1.25 -13.83
H 21.32 6.38 -8.73
C 23.42 10.03 -12.17
H 18.81 -0.09 -11.22
H 26.55 5.87 -14.30
H 22.01 4.95 -9.37
C 18.89 7.95 -11.37
O 21.34 2.43 -16.52
H 18.70 1.49 -11.89
H 15.86 2.76 -12.93
O 25.34 7.28 -7.39
O 23.98 7.46 -9.52
O 22.49 3.34 -5.62
O 16.22 4.05 -15.77
C 22.51 -0.41 -14.47
H 26.24 4.23 -12.04
O 17.02 6.94 -12.52
H 19.80 3.61 -8.41
S 17.62 3.25 -15.46
O 25.93 9.91 -12.23
O 20.28 0.16 -17.01
H 23.52 2.49 -9.94
O 26.37 4.03 -15.24
H 14.64 3.05 -14.74
S 21.27 0.93 -16.31
O 21.43 0.49 -14.76
H 19.91 1.92 -8.69
H 21.35 9.96 -12.20
O 17.43 3.63 -13.82
C 24.83 8.32 -13.22
C 18.33 0.47 -12.01
O 18.73 3.99 -16.07
I 21.24 3.71 -12.59
O 23.75 3.66 -15.62
O 20.58 1.74 -5.85
H 19.77 7.39 -11.71
S 25.01 3.02 -15.09
S 17.88 7.72 -13.71
O 17.86 -1.30 -13.40
O 15.59 -0.16 -13.95
O 23.54 6.70 -14.55
S 22.08 2.19 -6.38
C 20.11 2.68 -7.94
S 26.31 1.75 -8.94
O 18.61 6.72 -14.45
O 23.33 11.06 -11.40
O 23.20 5.86 -8.04
O 25.31 5.37 -9.13
O 15.85 -1.76 -11.95
H 16.07 4.55 -12.77
C 24.78 9.48 -12.61
C 23.04 -0.78 -15.87
C 16.05 3.69 -13.45
O 25.28 1.63 -15.46
O 24.94 1.03 -8.41
O 21.55 2.65 -7.85
C 23.62 7.68 -13.80
H 25.72 7.75 -13.41
S 24.71 6.48 -8.45
C 19.63 2.48 -6.53
H 17.62 6.35 -10.57
H 23.34 -0.03 -13.87
H 18.92 0.39 -14.21
O 18.65 8.61 -12.59
H 14.61 4.77 -14.52
C 26.62 4.80 -14.08
H 24.13 -0.77 -15.88
O 25.12 3.23 -13.38
O 25.50 2.37 -10.27
C 15.28 3.93 -14.74
H 19.26 8.69 -10.65
H 27.67 4.58 -13.86
In 21.36 5.58 -15.83
H 19.69 -0.82 -13.17
H 22.73 -1.77 -16.19
C 18.78 -0.25 -13.34
O 27.31 0.70 -9.35
H 18.62 2.07 -6.44
O 22.90 1.00 -6.44
C 24.10 0.66 -9.44
H 19.64 3.40 -5.95
O 22.75 0.31 -16.66
H 24.50 -0.28 -9.82
C 22.16 8.36 -13.52
H 24.97 5.16 -12.69
O 17.46 1.87 -15.73
H 22.10 7.60 -10.52
O 17.00 8.53 -14.59
C 24.23 1.81 -10.41
S 16.38 -0.73 -12.87
O 26.81 2.87 -8.06
H 23.17 6.23 -11.01
H 24.04 1.71 -11.48

(6)
Formula: F2H10O5Pb
Source: OMol25
Level of theory: the ωB97M-V functional and the def2-TZVPD basis

Computed properties:
Energy above the lowest of the compared OMol25 structures with the same formula, charge and spin, kcal/mol: 2.1
LUMO energy, eV: -0.22
HOMO energy, hartree: -0.2971
Total energy, Ha: -774.7582
Frontier orbital gap, eV: 7.86
Max |F|, eV/Å: 4.88

Atoms and positions in Å:
Pb -0.32 -0.64 0.01
H 2.92 -0.75 0.06
H 0.67 1.66 -1.45
H 2.87 -0.48 -1.44
O 1.13 0.48 1.79
O -1.64 -0.27 -2.19
H -2.23 0.49 -2.18
O 2.40 -0.31 -0.62
H -3.00 0.65 1.59
H -2.15 -0.97 -2.62
O 0.09 1.69 -0.67
F 0.41 -2.37 1.63
H 1.02 0.84 2.67
H -2.63 -0.75 2.08
O -2.30 -0.02 1.54
H 2.08 0.52 1.62
F 0.37 -2.29 -1.60
H 0.31 2.53 -0.24

(7)
Formula: C3H4N2O
Source: OMol25
Level of theory: the ωB97M-V functional and the def2-TZVPD basis

Computed properties:
Energy above the lowest of the compared OMol25 structures with the same formula, charge and spin, kcal/mol: 98.5
LUMO energy, eV: 0.52
HOMO energy, hartree: -0.3353
Total energy, Ha: -301.3302
Frontier orbital gap, eV: 9.64
Max |F|, eV/Å: 2.80

Atoms and positions in Å:
H -0.56 0.23 1.40
H -1.07 -2.09 0.89
H -0.68 2.37 -0.81
C -0.32 1.41 -0.45
N 1.11 -0.13 -0.16
H 2.04 -0.54 -0.13
C -0.06 -0.59 0.40
C -1.13 0.38 0.17
O -0.12 -1.88 0.81
N 0.95 1.10 -0.68

(8)
Formula: C33H35F5N4NiP2
Source: OMol25
Level of theory: the ωB97M-V functional and the def2-TZVPD basis

Computed properties:
Energy above the lowest of the compared OMol25 structures with the same formula, charge and spin, kcal/mol: 34.3
Spin multiplicity: 3
LUMO energy (spin up / spin down), eV: -1.12 / -1.74
HOMO energy (spin up / spin down), hartree: -0.2765 / -0.2763
Total energy, Ha: -4187.4267
Frontier orbital gap (spin up / spin down), eV: 6.41 / 5.77
Max |F|, eV/Å: 5.44

Atoms and positions in Å:
H 0.91 4.15 -0.48
F 0.14 -0.69 -0.86
C 1.83 -2.32 -9.00
H -2.06 2.68 -2.93
H -1.05 -2.36 -7.30
C 2.19 -3.72 -7.27
C -1.76 -2.18 -1.22
H 3.12 1.23 -3.17
C -0.51 3.02 -1.46
C -5.29 -1.22 -8.75
C -2.07 2.91 -7.87
C 0.39 4.21 -1.44
C -4.34 -0.43 -8.16
H 2.23 -4.00 -6.23
H -0.04 0.57 -7.08
H 4.25 1.99 -8.54
H 1.84 5.25 -2.72
H 1.04 0.18 -4.00
H 0.77 4.16 -3.56
C 3.69 -0.07 -5.99
N 2.52 -0.17 -6.74
H 3.84 -0.70 -5.13
H -0.76 2.53 -0.52
H -0.13 5.18 -1.49
H 0.20 -3.58 -1.62
H 0.39 -0.38 -8.50
C -3.05 -2.42 0.91
N -2.22 1.06 -6.61
C 2.69 0.61 -7.89
F -3.14 -4.09 -0.70
C -1.37 -0.78 0.83
H -3.26 4.17 -6.50
F -0.69 0.26 1.38
C 0.36 -3.02 -2.60
N 1.62 -2.51 -7.63
C 2.71 -4.34 -8.42
C -1.05 -1.25 -0.46
H 1.05 -2.14 -2.46
C -4.28 -2.41 -7.15
H 3.29 3.27 -2.11
H -3.19 1.95 -4.88
C -2.79 2.11 -5.90
C -0.20 1.95 -3.77
H -5.95 -0.89 -9.56
N -3.78 -1.10 -7.08
H -1.37 0.89 -8.60
C 2.34 3.08 -2.64
C -2.76 3.23 -6.69
F -4.07 -3.00 1.57
H 5.50 1.14 -6.25
C 0.07 -0.46 -7.46
C -2.47 -1.31 1.51
H 0.28 2.67 -4.43
H -0.94 1.40 -4.36
C 2.18 1.83 -3.11
H -1.74 -1.22 -8.45
H -1.84 3.51 -8.73
C -2.66 -2.87 -0.38
C 4.54 0.84 -6.61
H 1.57 -1.40 -9.51
C 0.92 1.01 -3.28
H 1.99 0.59 -8.70
H -4.01 0.59 -8.39
C -1.01 2.64 -2.66
H 0.85 -3.80 -3.20
C 3.90 1.29 -7.81
C -5.24 -2.48 -8.11
H 0.66 0.49 -2.37
H -3.89 -3.16 -6.46
C -1.23 -1.28 -7.47
P 1.19 -1.26 -6.30
H -5.88 -3.35 -8.32
C -1.81 1.56 -7.85
H 3.19 -5.28 -8.44
P -2.30 -0.76 -6.06
Ni -1.20 -2.23 -3.42
F -2.93 -0.74 2.64
C 1.38 4.24 -2.66
H 2.79 -3.59 -10.52
C 2.48 -3.44 -9.51

(9)
Formula: C4H6N2O
Source: OMol25
Level of theory: the ωB97M-V functional and the def2-TZVPD basis

Computed properties:
Energy above the lowest of the compared OMol25 structures with the same formula, charge and spin, kcal/mol: 45.9
LUMO energy, eV: 0.69
HOMO energy, hartree: -0.3743
SMILES: [H]/N=C/OCCC#N
Total energy, Ha: -340.7218
Frontier orbital gap, eV: 10.88
Max |F|, eV/Å: 1.59

Atoms and positions in Å:
C 1.33 -0.42 0.82
N -2.69 0.44 -0.59
H 0.82 -0.68 -1.27
N 1.09 2.01 -0.07
C -1.46 0.41 -0.35
C 1.33 0.99 0.44
H -0.80 1.27 -0.30
H -2.97 1.41 -0.71
H 2.34 -0.85 0.92
H 0.60 -2.14 -0.29
C 0.49 -1.06 -0.29
H 0.81 -0.57 1.78
O -0.88 -0.79 -0.08

(10)
Formula: C53H97FN5O15
Source: OMol25
Level of theory: the ωB97M-V functional and the def2-TZVPD basis

Computed properties:
Total charge: +1
LUMO energy, eV: -2.65
HOMO energy, hartree: -0.3896
Total energy, Ha: -3579.2996
Frontier orbital gap, eV: 7.96
Max |F|, eV/Å: 7.12

Atoms and positions in Å:
C 2.43 -1.45 -5.29
H 5.04 1.56 10.63
N -0.59 -1.86 -4.21
H -4.55 5.14 -1.64
C 1.55 2.96 9.46
H -3.85 -0.72 -6.78
O -0.67 1.06 5.57
C -3.73 -1.84 -6.62
H -0.08 -0.86 5.23
C -1.21 0.27 -3.54
C 4.35 0.02 1.79
C -2.13 -0.66 4.65
C -1.61 -1.48 -5.21
H -3.87 2.64 -0.53
H -4.56 -1.32 -4.53
O 0.68 -3.37 -5.69
H 2.11 4.13 4.94
C -1.45 3.20 0.15
H -1.90 -0.31 3.64
O 0.89 1.70 11.34
H -1.03 -3.54 -11.62
C 2.47 3.03 2.11
C 7.37 -6.69 -7.71
H -5.44 2.62 -2.25
O -4.35 -2.59 -7.69
H 3.08 -1.15 -6.18
O 6.74 0.60 1.86
H -1.63 -1.95 -7.41
O -4.57 -2.33 9.29
H -2.33 -1.73 4.62
H 4.01 0.02 0.75
H -7.01 3.57 -3.87
H -5.78 5.02 -0.18
H -0.60 0.99 -0.88
H 2.84 3.23 6.28
H 8.26 -7.20 -8.07
C -1.62 3.51 -4.29
H -3.39 1.57 10.34
H -1.58 0.26 11.41
C -2.72 -0.08 -9.72
O -0.90 3.12 6.36
C 7.13 -0.78 1.89
H 0.67 2.57 8.94
H -1.30 -1.21 -0.92
H -6.08 5.11 -3.40
H -7.74 4.77 -2.68
H -2.52 5.02 1.02
C -0.41 3.20 -1.10
O 5.23 2.20 2.05
C -2.56 4.36 0.07
H -2.63 2.13 7.96
H 0.68 1.62 -2.15
C -0.28 -3.29 -0.87
H 4.82 3.88 11.46
H -3.44 1.90 6.39
H 3.85 4.32 10.07
H 2.11 5.06 2.59
C 2.05 -3.02 -5.47
C -6.75 4.26 -2.99
H 1.29 -0.32 -1.92
H -1.99 3.35 -5.36
C -2.59 1.60 7.01
H 6.44 -6.65 -9.66
C -2.76 -2.76 -10.33
C -4.03 3.65 0.03
H -1.94 2.17 0.32
H -4.60 0.87 11.40
H 1.37 2.63 5.48
H 1.50 -0.79 -5.33
C 7.04 -4.37 -6.98
C 4.23 2.19 10.25
C 3.18 2.33 4.35
H -3.46 -4.21 -0.36
N -2.73 -3.49 -0.38
C -1.31 1.98 6.31
H 4.91 -4.44 -6.89
H -2.42 1.27 12.61
H -2.38 5.06 -0.81
H 3.70 4.49 3.15
H -1.72 -4.93 -1.70
C -0.08 -3.23 -4.44
H -3.05 -0.15 4.95
O -3.73 -0.40 9.98
C -1.40 0.07 -10.53
H -1.70 4.59 -3.93
O 1.99 2.72 1.03
O 2.90 -3.93 -5.46
H -4.18 -2.51 12.07
H 6.57 -1.34 2.65
C -0.80 -1.19 -11.22
H 5.54 3.86 9.83
N -1.30 1.43 -2.85
H -5.86 -2.37 11.50
H 0.50 -3.69 -3.58
O 2.50 2.13 3.11
H 6.01 -1.40 0.14
H 3.53 0.32 2.44
O 7.68 -5.29 -7.72
H -4.38 3.50 1.10
C -4.90 -1.86 11.58
H -0.56 4.06 -1.83
N -0.36 -0.89 -3.31
C -4.73 -1.74 -8.80
H -0.85 3.40 1.12
C 1.81 2.12 10.67
C -2.18 -2.29 -6.45
C 7.04 -1.41 0.51
C 2.33 3.13 5.32
C 6.21 -7.00 -8.64
H -4.24 -3.19 -4.84
C -5.09 4.47 -0.89
C 5.76 -4.74 -6.28
H 7.20 -7.05 -6.69
C 5.46 1.02 1.94
C -3.63 0.68 10.92
H 4.17 2.78 4.19
H 3.36 1.34 4.77
H 1.35 3.99 9.77
H -3.24 0.77 -9.16
C -1.44 -2.60 -11.12
H -3.11 -2.56 -0.59
H 5.72 -4.21 -5.32
C -0.39 1.73 -1.71
H -1.00 -3.91 -4.59
H -5.24 -0.77 -8.49
H 6.02 -8.07 -8.67
C 0.61 -1.17 -2.24
H 0.16 -1.11 -11.85
C 2.96 4.42 2.36
H -1.16 -0.70 6.60
H 4.07 1.91 9.21
H -2.01 -3.21 -2.38
H -6.85 2.98 -1.13
H -2.72 -0.48 12.52
H -2.75 3.03 -2.32
H -5.48 -2.32 -9.44
H -5.66 -2.34 -5.64
C -0.24 -1.66 -0.93
C -0.98 -0.35 5.58
H 5.30 -6.49 -8.34
H 4.62 -0.99 2.08
H 2.36 2.96 8.73
C -6.04 3.48 -1.76
H 3.45 4.79 1.45
C -2.29 2.48 -3.23
H -0.90 1.09 -10.62
O 7.45 -3.23 -6.93
H -2.06 -3.42 -6.36
H 0.62 -3.78 -1.37
H 1.33 -2.06 -2.45
C -4.58 -2.19 -5.27
H -0.23 -3.61 0.24
C -1.70 -3.82 -1.44
H -5.07 -0.98 12.20
H 5.68 -5.80 -6.04
H -2.67 0.54 7.24
H 8.18 -0.79 2.21
C 4.64 3.65 10.41
H 7.39 -2.44 0.53
H 0.64 3.38 -0.61
N -1.93 -0.17 -4.72
C -3.37 -1.48 -9.64
C -2.53 0.42 11.93
H -3.31 -3.77 -10.20
C -4.41 -1.54 10.19
H 7.64 -0.84 -0.20
H 0.35 -1.33 -0.01
H -0.49 3.27 -4.31
O 3.08 1.89 11.05
H 2.97 -1.37 -4.28
F -3.49 1.99 -3.89